Entry 1:
10
Properties=species:S:1:pos:R:3:nbo_charge:R:1 method="wB97M-V/def2-TZVPD" de_lowest_ev=3.520 energy_ev=-19577.256 homo_lumo_gap_ha=0.3498 charge=0 lumo_ev=-0.3
C 1.422 0.229 -1.821 0.8518
C -0.993 -0.175 1.018 -0.2646
C -1.303 1.057 0.782 -0.3767
N 0.876 -0.439 -1.006 -0.8015
O 1.770 0.952 -2.659 -0.5343
O 0.708 -2.025 1.184 -0.9456
S -0.721 -1.707 1.422 1.1373
H -1.243 1.815 1.552 0.2400
H -1.605 1.398 -0.196 0.2446
H 1.090 -1.105 -0.276 0.4491



Entry 2:
10
Properties=species:S:1:pos:R:3:nbo_charge:R:1 method="wB97M-V/def2-TZVPD" de_lowest_ev=8.471 energy_ev=-19572.305 homo_lumo_gap_ha=0.2686 charge=0 lumo_ev=-1.0
C -0.178 -0.715 -0.904 -0.0345
C -0.435 0.271 0.246 -0.5814
C -2.949 -0.719 0.069 0.3958
N -0.936 -1.479 -1.467 -0.3590
O -3.385 -1.767 0.778 -0.2219
O -4.227 -1.025 -0.126 -0.2165
S -2.179 0.749 0.422 0.3416
H 0.890 -0.667 -1.136 0.1901
H -0.068 -0.183 1.165 0.2412
H 0.092 1.206 0.071 0.2445



Entry 3:
10
Properties=species:S:1:pos:R:3:nbo_charge:R:1 method="wB97M-V/def2-TZVPD" de_lowest_ev=4.388 energy_ev=-19576.388 homo_lumo_gap_ha=0.3347 charge=0 lumo_ev=-0.2
C -1.252 0.018 -0.322 0.7912
C 0.004 -1.113 -0.199 -0.3658
C 0.622 1.243 0.193 0.3509
H -0.187 -1.910 -1.006 0.2629
H -0.513 -1.590 0.861 0.2374
H 1.942 -0.322 0.678 0.3939
N 1.009 0.008 -0.309 -0.6073
O -2.361 -0.162 -0.647 -0.5037
O -0.684 1.235 0.030 -0.4968
S 1.420 2.592 0.721 -0.0627



Entry 4:
10
Properties=species:S:1:pos:R:3:nbo_charge:R:1 method="wB97M-V/def2-TZVPD" de_lowest_ev=4.339 energy_ev=-10788.361 homo_lumo_gap_ha=0.3597 charge=0 lumo_ev=0.8 smiles="O=COc1co[nH]1"
O 1.387 -1.072 1.310 -0.5499
C 1.851 -0.447 0.400 0.6426
O 1.133 0.341 -0.434 -0.4691
C -0.209 0.323 -0.236 0.2889
C -1.162 -0.092 0.595 0.0036
O -2.177 0.412 -0.227 -0.3448
N -1.148 0.956 -1.093 -0.2873
H 2.904 -0.414 0.101 0.1347
H -1.325 -0.499 1.580 0.2261
H -1.254 0.490 -1.996 0.3552



Entry 5:
10
Properties=species:S:1:pos:R:3:nbo_charge:R:1 method="wB97M-V/def2-TZVPD" de_lowest_ev=3.941 energy_ev=-10788.760 homo_lumo_gap_ha=0.3762 charge=0 lumo_ev=0.8
N 0.090 -1.669 0.336 -0.7672
C -0.029 -0.435 0.038 0.3517
O -0.956 -0.033 -0.858 -0.5073
C -0.974 1.328 -1.093 0.6521
O -1.748 1.812 -1.854 -0.5077
C 1.399 -0.045 1.280 0.3972
O 1.857 0.986 1.553 -0.4915
H -0.482 -2.403 -0.065 0.4000
H -0.210 1.860 -0.505 0.1316
H 1.054 -1.401 1.168 0.3411



Entry 6:
10
Properties=species:S:1:pos:R:3:nbo_charge:R:1 method="wB97M-V/def2-TZVPD" de_lowest_ev=5.250 energy_ev=-10787.451 homo_lumo_gap_ha=0.3698 charge=0 lumo_ev=0.3 smiles="O=c1ccon1O"
O -1.239 1.555 -0.124 -0.5339
C -0.320 0.794 0.137 0.5902
C 1.165 1.011 0.018 -0.4505
C 1.706 -0.164 -0.139 0.1903
O 0.935 -1.172 -0.032 -0.3407
N -0.430 -0.574 0.456 0.0666
O -1.550 -1.081 -0.257 -0.4956
H 1.400 2.181 0.137 0.2680
H 2.778 -0.419 -0.367 0.2177
H -1.641 -2.007 0.252 0.4879



Entry 7:
10
Properties=species:S:1:pos:R:3:nbo_charge:R:1 method="wB97M-V/def2-TZVPD" de_lowest_ev=6.670 energy_ev=-10786.030 homo_lumo_gap_ha=0.2896 charge=0 lumo_ev=-1.5 smiles="O=CC1=NOCO1"
O 2.856 -0.250 -0.447 -0.4735
C 1.837 0.465 0.217 0.2972
C 0.375 0.277 0.006 0.3007
N -0.492 1.263 -0.339 -0.0743
O -1.735 0.732 -0.248 -0.3315
C -1.458 -0.736 -0.094 0.2051
O -0.145 -0.933 -0.125 -0.4553
H 2.257 1.531 0.667 0.2028
H -1.903 -1.369 -0.813 0.1947
H -1.591 -0.981 1.176 0.1340



Entry 8:
10
Properties=species:S:1:pos:R:3:nbo_charge:R:1 method="wB97M-V/def2-TZVPD" de_lowest_ev=1.562 energy_ev=-10791.139 homo_lumo_gap_ha=0.3583 charge=0 lumo_ev=-0.6 smiles="O=CNC(=O)C=O"
O -2.437 0.122 1.075 -0.4569
C -1.889 -0.015 0.023 0.5511
N -0.536 -0.460 -0.093 -0.6916
C 0.486 0.371 0.340 0.5621
O 0.314 1.381 0.974 -0.5107
C 1.901 -0.077 -0.087 0.3342
O 2.854 0.622 0.122 -0.4253
H -2.353 0.255 -0.945 0.1212
H -0.343 -1.133 -0.823 0.4039
H 2.003 -1.065 -0.585 0.1120



Repeat the first record exactly.
10
Properties=species:S:1:pos:R:3:nbo_charge:R:1 method="wB97M-V/def2-TZVPD" de_lowest_ev=3.520 energy_ev=-19577.256 homo_lumo_gap_ha=0.3498 charge=0 lumo_ev=-0.3
C 1.422 0.229 -1.821 0.8518
C -0.993 -0.175 1.018 -0.2646
C -1.303 1.057 0.782 -0.3767
N 0.876 -0.439 -1.006 -0.8015
O 1.770 0.952 -2.659 -0.5343
O 0.708 -2.025 1.184 -0.9456
S -0.721 -1.707 1.422 1.1373
H -1.243 1.815 1.552 0.2400
H -1.605 1.398 -0.196 0.2446
H 1.090 -1.105 -0.276 0.4491



What did the third record say?
10
Properties=species:S:1:pos:R:3:nbo_charge:R:1 method="wB97M-V/def2-TZVPD" de_lowest_ev=4.388 energy_ev=-19576.388 homo_lumo_gap_ha=0.3347 charge=0 lumo_ev=-0.2
C -1.252 0.018 -0.322 0.7912
C 0.004 -1.113 -0.199 -0.3658
C 0.622 1.243 0.193 0.3509
H -0.187 -1.910 -1.006 0.2629
H -0.513 -1.590 0.861 0.2374
H 1.942 -0.322 0.678 0.3939
N 1.009 0.008 -0.309 -0.6073
O -2.361 -0.162 -0.647 -0.5037
O -0.684 1.235 0.030 -0.4968
S 1.420 2.592 0.721 -0.0627